No. 1
DFT (ωB97M-V/def2-TZVPD) results for a 6-piece molecular cluster, C22H39Cl2N5 overall at a distorted geometry.

Computed properties:
structure (SMILES) = CCCC#N.CCCC#N.CCCC#N.CCCC#N.CCCC#N.ClCCCl

ORCA input file:
```
! wB97M-V def2-TZVPD RIJCOSX def2/J DEFGRID3
* xyz 0 1
C -3.39165 -7.68515 15.33630
C -3.75112 -7.35382 16.77625
C -3.14508 -6.05679 17.30294
C -3.43137 -4.87686 16.49351
N -3.68339 -3.91534 15.91890
H -3.66806 -6.88264 14.63828
H -3.99947 -8.49975 14.93942
H -2.32549 -7.84875 15.17983
H -3.44629 -8.18137 17.41746
H -4.84138 -7.31820 16.83102
H -2.06167 -6.17815 17.40741
H -3.43570 -5.79474 18.32425
C -9.07247 -6.57048 12.41124
C -8.03204 -7.45913 13.05495
C -8.60468 -8.54825 13.95743
C -7.71949 -9.65253 14.31365
N -6.99825 -10.49604 14.60960
H -9.67004 -7.09837 11.66350
H -8.65786 -5.67586 11.94973
H -9.82251 -6.20179 13.12048
H -7.38056 -6.84674 13.68327
H -7.38740 -7.88040 12.28244
H -9.47979 -9.02349 13.49861
H -8.95734 -8.12828 14.90355
C -6.72630 0.52302 15.16728
C -8.17742 0.54351 15.62394
C -8.51146 -0.04563 16.99313
C -7.45410 -0.12050 17.99960
N -6.63856 -0.14430 18.80410
H -6.22336 -0.40057 15.46693
H -6.17623 1.41310 15.47141
H -6.59026 0.50332 14.08073
H -8.75653 -0.08766 14.93906
H -8.59570 1.52478 15.39325
H -8.84377 -1.07807 16.87259
H -9.28935 0.54848 17.47883
C -7.13002 -0.42339 22.51275
C -6.78307 -1.84398 22.98163
C -6.64225 -2.76062 21.77037
C -7.88797 -2.96630 21.03819
N -8.88771 -3.14245 20.50505
H -7.32178 0.33682 23.26874
H -8.09113 -0.46017 21.98528
H -6.39536 -0.08674 21.78081
H -7.58092 -2.13020 23.66643
H -5.82727 -1.84074 23.50399
H -6.24634 -3.73306 22.07300
H -5.90351 -2.34010 21.08328
C -7.18005 -3.41299 15.85049
C -8.02247 -4.69736 15.92684
C -8.33613 -5.04403 17.36739
C -7.15878 -5.56362 18.11188
N -6.27205 -6.01295 18.68817
H -6.21275 -3.52077 16.34630
H -7.65222 -2.57679 16.37137
H -6.94243 -3.16216 14.81732
H -7.41984 -5.45133 15.42557
H -8.99317 -4.54781 15.45392
H -9.00625 -5.91015 17.40978
H -8.71153 -4.26369 18.03323
Cl -7.14062 -10.22558 22.26751
C -5.90180 -9.37664 21.30551
C -6.09775 -7.88142 21.20041
Cl -5.52769 -7.06000 22.68950
H -5.90295 -9.79800 20.29689
H -4.91765 -9.65098 21.67980
H -7.10102 -7.57482 20.93793
H -5.38492 -7.56575 20.44581
*
```

=====

No. 2
DFT (ωB97M-V/def2-TZVPD) results for one molecule with the formula C3H4NP at a distorted geometry.

Computed properties:
structure (SMILES) = C1=NC=[PH]=C1

ORCA input file:
```
! wB97M-V def2-TZVPD RIJCOSX def2/J DEFGRID3
* xyz 0 1
C 1.25502 -0.30622 -0.52099
N 0.96239 1.43780 -0.24698
C -0.26667 1.56278 -0.06988
P -1.34614 0.11309 -0.31542
C 0.09340 -0.91352 -0.30416
H 2.30487 -0.35781 -0.29807
H -0.74980 2.43300 0.18547
H -1.92108 0.01952 1.05642
H -0.07737 -2.02899 -0.50590
*
```

=====

| no. | energy (eV) |
| --- | --- |
| 1 | -55940.7472 |
| 2 | -13951.4594 |